Here is a molecular structure, C4H11N2 at a distorted geometry from OMol25. Energies are from ωB97M-V/def2-TZVPD.

Element x y z (Å)
C -0.61 -1.93 0.72
C -0.69 -0.43 0.52
C 0.53 0.30 0.57
C 0.62 1.67 0.51
N 1.86 2.29 0.48
N -0.96 -0.81 -1.90
H -0.38 -2.19 1.77
H -1.56 -2.40 0.43
H -1.56 0.03 0.95
H -0.91 -0.46 -0.78
H 1.52 -0.19 0.55
H -0.28 2.27 0.54
H 2.18 2.58 -0.45
H 1.96 3.06 1.12
H -0.18 -0.53 -2.50
H 0.16 -2.28 0.04
H -1.71 -1.00 -2.55

Computed properties:
**Gap between HOMO and LUMO**: 6.6 eV
**Net charge**: +1
**Molar mass**: 87.1 g/mol
**Relative energy (zero: lowest compared OMol25 entry of this formula, charge and spin)**: 123.6 kcal per mole
**E_HOMO**: -0.510 hartree
**Electronic energy**: -268.107859 a.u.

Atom charges from the Mulliken analysis, given in e for atoms 1 to 8:
1 C -1.14
2 C 0.21
3 C -0.34
4 C -0.08
5 N -0.50
6 N -0.55
7 H 0.36
8 H 0.36